Version A
Below is a single C2H8N2O2 molecule, with properties calculated with ωB97M-V/def2-TZVPD.

- 2S+1 = 1
- SMILES = CNNC(O)O
- frontier orbital gap (eV) = 10.09

Each line ends with the Löwdin charge.
Cartesian coordinates (Å):
C -0.97408 1.02627 1.11082  -0.13
N 0.25289 0.26157 1.23079  -0.13
N 0.21886 -0.96077 0.50771  -0.02
C 0.52017 -0.88655 -0.90064  -0.50
O -0.62617 -0.63629 -1.65004  0.01
O 1.48971 0.10378 -1.14659  0.00
H -0.97064 1.76987 1.90632  0.07
H -1.81186 0.34657 1.27215  0.08
H -1.10302 1.55106 0.15305  0.07
H 1.04782 0.82562 0.93484  0.10
H 0.84898 -1.60197 0.97944  0.12
H 0.89594 -1.87088 -1.22971  0.15
H -1.28783 -0.20764 -1.08116  0.08
H 1.49923 0.27935 -2.08699  0.09

Version B
Below is a molecular structure, C2H8N2O2, with properties calculated with ωB97M-V/def2-TZVPD.

- 2S+1 = 1
- frontier orbital gap (eV) = 4.08

Each line ends with the Löwdin charge.
Cartesian coordinates (Å):
N 2.23745 0.41088 2.65286  -0.01
C 0.66515 0.13374 -1.11282  0.31
C -0.14334 -0.06994 -0.02310  -0.45
N 0.28938 -0.23431 1.22774  0.24
O -1.45979 -0.17515 -0.16193  0.05
H 2.43672 0.93120 3.50004  -0.02
H 3.09428 0.51713 2.12353  -0.03
H 1.73360 0.26023 -0.95708  0.11
H 0.17765 0.37680 -2.03035  0.06
H 1.19141 0.10830 1.83386  -0.05
H -0.52155 -0.42473 1.81350  0.14
H -1.61204 -0.22524 -1.21973  -0.01
H -1.49611 -0.53978 -3.38165  -0.04
O -1.77882 -0.15539 -2.55136  -0.30

Version C
Below is 2 unconnected molecules or ions with the total composition C2H8N2O2, with properties calculated with ωB97M-V/def2-TZVPD.

- 2S+1 = 1
- SMILES = NCNC=O.O
- frontier orbital gap (eV) = 10.74

Each line ends with the Löwdin charge.
Cartesian coordinates (Å):
N 0.43093 -0.71271 1.16225  0.01
C 0.74412 -0.94811 -0.25418  -0.26
N 0.04219 -0.03590 -1.12676  0.02
C -1.29305 -0.19197 -1.29766  -0.37
O -1.92325 -1.18035 -0.98653  0.01
H 1.19813 -0.99623 1.74937  0.07
H -0.46700 -1.10153 1.41726  0.08
H 0.50483 -1.97458 -0.52872  0.12
H 1.80863 -0.76736 -0.38638  0.12
H 0.39575 0.91056 -1.13233  0.11
H -1.75709 0.65557 -1.82729  0.13
O 0.42846 2.22551 0.85201  -0.09
H -0.41066 2.69386 0.95937  0.04
H 0.29803 1.42324 1.39959  0.01

Version D
Below is a single C2H8N2O2 molecule, with properties calculated with ωB97M-V/def2-TZVPD.

- 2S+1 = 1
- SMILES = CNN(O)OC
- frontier orbital gap (eV) = 10.36

Each line ends with the Löwdin charge.
Cartesian coordinates (Å):
C -0.89913 0.93109 1.47704  -0.10
N 0.34971 1.18982 0.79056  -0.10
N 0.83063 0.08597 0.16047  -0.19
O 2.13951 0.38932 -0.24274  0.00
O 0.04286 -0.06515 -1.13323  -0.17
C -0.33861 -1.37654 -1.43815  -0.14
H -0.74680 0.08952 2.15106  0.08
H -1.72069 0.69810 0.79014  0.08
H -1.15057 1.81384 2.06038  0.08
H 0.28107 1.98734 0.15203  0.13
H 2.63316 -0.43851 -0.17575  0.10
H -0.13924 -2.07563 -0.61979  0.08
H 0.13373 -1.79161 -2.33296  0.07
H -1.41563 -1.43755 -1.63905  0.08

Relative energies with respect to the most stable structure, expressed in eV: version A 1.514; version B 7.284; version C 0.000; version D 4.522.

Version A
Below is 2 unconnected molecules or ions with the total composition C2H8N2O2, with properties calculated with ωB97M-V/def2-TZVPD.

- 2S+1 = 1
- SMILES = NCNC=O.O
- frontier orbital gap (eV) = 9.45

Each line ends with the Löwdin charge.
Cartesian coordinates (Å):
N 1.25881 0.07475 1.07171  0.03
C 1.03816 0.24341 -0.29898  -0.30
N -0.15826 -0.42389 -0.90965  0.03
C -0.05935 -1.82566 -0.92074  -0.35
O 0.97628 -2.29265 -0.55304  0.02
H 1.53801 -0.85703 1.30320  0.06
H 0.68217 0.43000 1.76645  0.04
H 1.99442 0.11610 -0.83267  0.12
H 0.80714 1.32708 -0.47771  0.11
H -1.06770 -0.00614 -0.95078  0.08
H -0.99419 -2.16844 -1.33694  0.12
O -1.91414 1.46609 0.50528  -0.02
H -1.40593 2.23201 0.60764  0.01
H -2.69541 1.68436 1.02624  0.05

Version B
Below is 2 unconnected molecules or ions with the total composition C2H8N2O2, with properties calculated with ωB97M-V/def2-TZVPD.

- 2S+1 = 1
- SMILES = [H]/N=C(\C)O.[NH3+][O-]
- frontier orbital gap (eV) = 9.46

Each line ends with the Löwdin charge.
Cartesian coordinates (Å):
H -0.45780 0.48135 -0.26840  0.03
N 0.17893 0.36720 0.53200  0.12
C 1.34057 0.02775 0.18257  -0.54
C 1.84457 -0.20455 -1.21042  0.00
O 2.28579 -0.16334 1.12160  0.05
H 2.34207 -1.17113 -1.25998  0.08
H 1.01672 -0.17390 -1.91461  0.08
H 2.57026 0.56412 -1.46725  0.09
H 1.91002 0.01358 1.99511  0.11
N -2.62712 0.04371 0.51582  -0.08
O -2.32448 0.19512 -0.80958  -0.33
H -1.73330 0.10085 1.06685  0.10
H -3.07855 -0.87332 0.68216  0.15
H -3.26767 0.79258 0.83414  0.15

Version C
Below is 2 unconnected molecules or ions with the total composition C2H8N2O2, with properties calculated with ωB97M-V/def2-TZVPD.

- 2S+1 = 1
- SMILES = O=CO.NCN
- frontier orbital gap (eV) = 10.10

Each line ends with the Löwdin charge.
Cartesian coordinates (Å):
O -0.28198 0.30686 -2.42227  0.05
C 0.58590 -0.51340 -2.56244  -0.37
O 1.89599 -0.18432 -2.48469  0.07
H 0.40682 -1.54385 -2.82889  0.14
H 1.79121 0.75825 -2.71824  0.12
N -1.00200 -0.59584 0.39985  0.00
C -0.16977 -0.22023 1.53553  -0.38
N -0.39542 1.12483 2.05241  -0.01
H -1.96222 -0.56373 0.72145  0.06
H -0.87162 0.07535 -0.34779  0.03
H -0.29201 -1.01861 2.28475  0.10
H 0.85727 -0.30473 1.17096  0.10
H -1.04604 1.17093 2.82409  0.05
H 0.48385 1.50849 2.37528  0.05

Relative energies with respect to the most stable structure, expressed in eV: version A 0.127; version B 1.940; version C 0.000.

Version A
Below is 2 unconnected molecules or ions with the total composition C2H8N2O2, with properties calculated with ωB97M-V/def2-TZVPD.

- 2S+1 = 1
- SMILES = CNC(N)=O.O
- frontier orbital gap (eV) = 10.22

Each line ends with the Löwdin charge.
Cartesian coordinates (Å):
C -2.45559 0.42932 -0.38296  -0.10
N -1.28334 -0.32392 -0.64917  -0.03
C -0.01303 0.18359 -0.55688  -0.65
N 0.78418 -0.78193 -1.13433  0.13
O 0.27679 1.29394 -0.26375  0.09
H -2.05981 1.52440 -0.18084  0.12
H -3.06007 0.17325 0.55197  0.09
H -3.03677 0.32976 -1.25225  0.06
H -1.38086 -0.99350 -1.33346  0.09
H 0.55296 -1.67595 -1.56856  0.11
H 1.79808 -0.73376 -1.07522  0.10
O 2.44442 -0.54535 2.47880  -0.11
H 1.64256 -0.31546 1.91547  0.04
H 2.08005 -0.23402 3.34597  0.05

Version B
Below is 2 unconnected molecules or ions with the total composition C2H8N2O2, with properties calculated with ωB97M-V/def2-TZVPD.

- 2S+1 = 1
- SMILES = CNC(N)=O.O
- frontier orbital gap (eV) = 10.47

Each line ends with the Löwdin charge.
Cartesian coordinates (Å):
C -0.38417 -0.32092 0.08893  -0.06
N 0.23961 0.87038 0.85086  0.02
C 0.38993 0.54660 2.20869  -0.63
N 0.89082 1.46746 3.15851  0.10
O 0.10979 -0.53919 2.63438  0.02
H -1.41680 0.00178 -0.07020  0.07
H 0.20807 -0.46270 -0.87410  0.08
H -0.09173 -1.29804 0.63711  0.10
H 0.85145 1.28012 0.24511  0.07
H 1.12406 2.44571 2.99114  0.08
H 0.69726 1.20469 4.20773  0.15
O -0.97202 -1.31796 -5.38009  -0.06
H -0.54950 -1.80829 -4.69362  0.01
H -1.09676 -2.06963 -6.00445  0.05

Relative energies with respect to the most stable structure, expressed in eV: version A 0.000; version B 0.368.

Version A
Below is 2 unconnected molecules or ions with the total composition ClH2O2PS, with properties calculated with ωB97M-V/def2-TZVPD.

- 2S+1 = 1
- SMILES = O=PO.SCl
- frontier orbital gap (eV) = 9.07

Each line ends with the Löwdin charge.
Cartesian coordinates (Å):
O -0.47554 2.26499 -1.80241  -0.45
P 0.16608 2.92873 -0.68387  0.79
O 0.52813 1.65333 0.35006  -0.33
H 1.13465 1.88464 1.03886  0.00
S 0.23779 -2.60876 0.53448  0.25
Cl -0.89465 -4.37918 0.32233  -0.02
H -0.69645 -1.74375 0.24056  -0.24

Version B
Below is a single ClH2O2PS molecule, with properties calculated with ωB97M-V/def2-TZVPD.

- 2S+1 = 1
- SMILES = OP(O)(=S)Cl
- frontier orbital gap (eV) = 10.20

Each line ends with the Löwdin charge.
Cartesian coordinates (Å):
O 0.82496 1.04610 -0.79425  -0.26
P 0.49804 -0.26055 0.10557  -0.14
O -1.08900 -0.49318 -0.67857  -0.32
S 1.84116 -1.57670 0.36922  0.28
Cl -0.16369 0.51705 1.87002  0.31
H -0.10408 1.34812 -0.88626  0.06
H -1.80740 -0.58085 0.01426  0.06

Relative energies with respect to the most stable structure, expressed in eV: version A 1.800; version B 0.000.

Version A
Below is a gas-phase ion, C2H2NO2S2 (charge -1), with properties calculated with ωB97M-V/def2-TZVPD.

- net charge = -1
- 2S+1 = 1
- frontier orbital gap (eV) = 6.56

Each line ends with the Löwdin charge.
Cartesian coordinates (Å):
C -0.29556 -0.69134 0.96732  -0.75
C -0.83038 1.20580 -0.36114  -0.42
N -1.08049 0.16522 0.58937  -0.08
O -0.17730 -1.80654 1.45755  -0.10
O 1.98803 -1.91586 -0.35905  -0.64
S 0.59524 0.25818 -1.34351  0.45
S 1.58205 -0.61526 0.11167  0.44
H -1.67802 1.41666 -1.00328  0.06
H -0.10357 1.98314 -0.05893  0.04

Version B
Below is 2 unconnected molecules or ions with the total composition C2H2NO2S2, with properties calculated with ωB97M-V/def2-TZVPD.

- net charge = -1
- 2S+1 = 1
- frontier orbital gap (eV) = 6.31

Each line ends with the Löwdin charge.
Cartesian coordinates (Å):
C 0.22745 -1.51168 0.44788  -1.20
C -2.81417 -1.10604 -0.49268  -0.90
N 0.50135 -0.23610 0.96751  0.01
O -2.76103 -1.85976 -1.39286  0.08
O -0.86535 -2.04277 0.66308  -0.19
S -3.20921 -0.04829 0.54347  0.75
S 1.49662 -2.19211 -0.39584  0.38
H 0.22983 -0.07454 1.94835  0.08
H 1.43457 0.01446 0.93689  -0.01

Relative energies with respect to the most stable structure, expressed in eV: version A 2.964; version B 0.000.

Version A
Below is 2 unconnected molecules or ions with the total composition C3H6O2, with properties calculated with ωB97M-V/def2-TZVPD.

- 2S+1 = 1
- SMILES = O=CO.C=C
- frontier orbital gap (eV) = 10.68

Each line ends with the Löwdin charge.
Cartesian coordinates (Å):
O 0.18095 1.86598 2.57559  0.05
C -0.56278 1.23713 1.85641  -0.36
O -0.67469 1.20635 0.47445  0.01
H -1.20514 0.49818 2.39304  0.14
H 0.05712 1.86379 0.20296  0.15
C -0.28984 -1.37293 -1.22967  -0.05
C 0.95407 -0.79142 -1.27812  -0.06
H -0.87007 -1.26636 -0.26864  0.05
H -0.60578 -2.08177 -1.94777  0.03
H 1.42903 0.01202 -0.77762  0.02
H 1.58712 -1.17098 -2.00064  0.01

Version B
Below is a molecular structure, C3H6O2, with properties calculated with ωB97M-V/def2-TZVPD.

- 2S+1 = 1
- frontier orbital gap (eV) = 9.26

Each line ends with the Löwdin charge.
Cartesian coordinates (Å):
C -0.76774 -0.73957 0.57181  0.03
C 0.48487 -0.05751 0.41362  -0.44
C 0.45026 1.24096 0.00003  0.07
O 1.59196 -0.85498 0.23758  0.02
O -1.42928 -0.15792 -0.97088  -0.18
H 2.34052 -0.30811 -0.04059  0.11
H -1.36114 -0.64862 -1.80987  0.04
H -0.72510 -1.82412 0.62760  0.11
H -1.49786 -0.24017 1.19882  0.11
H -0.39146 1.87454 0.23915  0.07
H 1.30497 1.71549 -0.46727  0.06

Relative energies with respect to the most stable structure, expressed in eV: version A 0.000; version B 1.247.

Version A
Below is a single C3H6O2 molecule, with properties calculated with ωB97M-V/def2-TZVPD.

- 2S+1 = 1
- frontier orbital gap (eV) = 9.00

Each line ends with the Löwdin charge.
Cartesian coordinates (Å):
C 1.31580 0.51950 -0.57482  -0.08
O -0.08705 0.81034 -0.68449  -0.15
C -0.90249 0.55734 0.37406  -0.17
C -0.56896 -1.60663 0.34740  0.00
O -1.59571 -0.87956 0.62224  -0.09
H 1.76832 1.05486 0.27183  0.09
H 1.41734 -0.55404 -0.43311  0.05
H 1.78547 0.85492 -1.50560  0.09
H -1.82255 1.08214 0.17738  0.13
H -0.40585 0.67482 1.33411  0.13
H -0.87962 -2.63961 0.11731  0.02

Version B
Below is a single C3H6O2 molecule, with properties calculated with ωB97M-V/def2-TZVPD.

- 2S+1 = 1
- SMILES = OC[C@H]1CO1
- frontier orbital gap (eV) = 11.43

Each line ends with the Löwdin charge.
Cartesian coordinates (Å):
O -2.01860 0.25545 0.01034  -0.08
C -0.91871 -0.61018 -0.16690  -0.24
C 0.33945 -0.10868 0.52651  -0.26
C 1.69027 -0.39445 -0.09760  -0.10
O 1.06017 0.88632 -0.21511  -0.07
H -1.71767 1.18624 -0.23879  0.13
H -0.70618 -0.76640 -1.19577  0.11
H -1.19968 -1.55566 0.36899  0.14
H 0.34079 0.14217 1.60310  0.15
H 2.53084 -0.50315 0.58779  0.10
H 1.75333 -0.95748 -1.05914  0.12

Relative energies with respect to the most stable structure, expressed in eV: version A 2.803; version B 0.000.